Entry a
DFT (wB97M-V/def2-TZVPD) results for C4H8N2 in the gas phase.

SMILES: CC(C)(N)C#N
LUMO, eV: 0.8
Frontier orbital gap, eV: 11.06

The geometry in ORCA input format:
```
! RIJCOSX wB97M-V def2-TZVPD def2/J DEFGRID3
* xyz 0 1
C -0.6375 -0.6113 -1.1012
C 0.1557 0.0041 0.1199
C -0.1204 1.4854 0.4268
N 1.5970 -0.1839 0.0267
C -0.5792 -0.9584 0.9895
N -1.2548 -1.8490 1.3071
H -1.2703 -1.4352 -0.5872
H 0.0591 -1.0496 -1.8222
H -1.2752 0.1487 -1.5604
H 0.3256 2.1262 -0.3439
H 0.3178 1.7844 1.3879
H -1.1935 1.6821 0.4737
H 2.0488 -0.0089 0.9233
H 1.8265 -1.1345 -0.2399
*
```

***

Entry b
DFT (wB97M-V/def2-TZVPD) results for C4H8N2 in the gas phase.

SMILES: [H]/N=C(/N)C(=C)C
LUMO, eV: 0.9
Frontier orbital gap, eV: 10.28

The geometry in ORCA input format:
```
! RIJCOSX wB97M-V def2-TZVPD def2/J DEFGRID3
* xyz 0 1
C 0.9007 -1.4428 0.0796
C -0.0817 -0.3664 -0.2554
C -1.1717 -0.6309 -0.9801
C 0.2112 1.0215 0.2886
H 1.2167 -1.3541 1.1806
H 1.8003 -1.4400 -0.5597
H 0.4255 -2.4472 0.0371
H -1.9228 0.1222 -1.2656
H -1.3615 -1.6475 -1.2698
H -1.7860 1.4474 0.4401
H -0.7964 2.7225 0.8539
H 2.0759 0.7283 0.4774
N -0.8862 1.8744 0.2933
N 1.3762 1.4126 0.6800
*
```

***

entry b wins, 1.001 eV ahead of the next structure.

***

Entry a
DFT (wB97M-V/def2-TZVPD) results for C4H8N2 in the gas phase.

SMILES: C=C(N)/N=C\C
LUMO, eV: 0.8
Frontier orbital gap, eV: 8.96

The geometry in ORCA input format:
```
! RIJCOSX wB97M-V def2-TZVPD def2/J DEFGRID3
* xyz 0 1
C -1.7245 -0.5980 0.4876
C 0.8730 0.3855 -0.3189
N 0.4011 1.5963 0.2136
C -0.7533 -0.8903 -0.6076
C 2.0488 -0.1921 0.0409
N 0.1175 -0.2812 -1.3030
H -0.4563 1.9234 -0.2112
H 1.1034 2.3231 0.2118
H -0.8676 -1.9507 -1.0107
H 2.7579 0.3569 0.6401
H 2.4332 -1.0561 -0.4699
H -2.7070 -0.3708 0.0738
H -1.8260 -1.4702 1.1330
H -1.4001 0.2244 1.1205
*
```

***

Entry b
DFT (wB97M-V/def2-TZVPD) results for C4H8N2 in the gas phase.

LUMO, eV: 0.9
Frontier orbital gap, eV: 10.05

The geometry in ORCA input format:
```
! RIJCOSX wB97M-V def2-TZVPD def2/J DEFGRID3
* xyz 0 1
C -1.1151 -0.2784 -0.4206
C -1.0973 1.0188 0.2650
C 0.0410 -1.0855 0.2889
C 1.7528 0.8432 0.5020
N 2.0498 0.3030 -0.7840
N 1.2901 -0.4265 0.3111
H -1.9047 -0.8876 -0.2222
H -1.0237 -0.1587 -1.4559
H -0.0281 1.3856 0.3429
H -1.6938 1.6184 -0.2585
H -0.3012 -1.1114 1.3025
H 0.3436 -2.0885 -0.1663
H -1.3092 0.9779 1.3922
H 2.9958 -0.1104 -1.0972
*
```

***

Entry c
DFT (wB97M-V/def2-TZVPD) results for 2 unconnected molecules or ions with the total composition C4H8N2.

SMILES: CC=C=N.C=N
LUMO, eV: 0.8
Frontier orbital gap, eV: 9.52

The geometry in ORCA input format:
```
! RIJCOSX wB97M-V def2-TZVPD def2/J DEFGRID3
* xyz 0 1
C 1.3538 1.2531 -0.2344
C 1.6346 -1.1744 -0.9050
C -1.7767 -0.2227 1.5949
C 1.1425 0.3024 -1.1007
N 1.1944 2.1780 0.5355
N -2.2875 0.2532 0.5533
H 0.9426 -1.8605 -0.3853
H 2.5369 -1.1959 -0.2165
H 1.8078 -1.5240 -1.8855
H 1.7674 2.9206 0.7661
H -2.5185 -0.7623 2.1993
H -0.6326 -0.2337 1.7471
H 0.8992 0.5447 -2.0134
H -1.4838 0.3786 -0.0816
*
```

***

entry a wins, 0.861 eV ahead of the next structure.